# 1
Density functional theory data (ωB97M-V/def2-TZVPD) for a structure of composition C15H19BrCaN3O5 in a non-equilibrium geometry.

Last column: Löwdin charge in e.
Positions of all 44 atoms, in Å:
Ca (3.6106, 1.0405, -2.5182)  1.414
Br (2.0421, 0.0835, -0.4180)  0.068
C (-0.9311, -1.9928, 2.5592)  -0.796
O (-1.6737, -1.6813, 3.4910)  0.027
N (-0.7217, -3.2042, 2.1331)  0.179
N (-0.3672, -1.1461, 1.8022)  0.159
H (-0.2486, -3.2530, 1.2420)  0.079
H (-0.8194, -4.0064, 2.7389)  0.126
H (-0.8647, -0.2712, 1.7178)  0.123
H (0.1309, -1.4410, 0.9746)  0.026
C (-0.8366, -3.7173, -4.1665)  -0.022
C (-0.4278, -2.9706, -3.0636)  -0.025
C (0.1401, -3.5742, -1.9304)  -0.310
C (0.1909, -4.9860, -1.9038)  -0.008
C (-0.2522, -5.7157, -2.9547)  -0.015
C (-0.8037, -5.0994, -4.0684)  -0.328
O (-1.3749, -5.8029, -5.0915)  0.049
O (0.4606, -2.7776, -0.8841)  -0.030
H (-1.3781, -3.2126, -4.9530)  0.119
H (-0.5336, -1.9029, -3.1871)  0.105
H (0.8545, -5.4289, -1.1759)  0.121
H (-0.2323, -6.7918, -3.0445)  0.129
H (-1.1613, -5.3763, -5.9246)  0.105
H (0.6973, -1.8975, -1.1858)  -0.034
C (1.4125, 3.6958, 1.3587)  -0.089
C (0.9479, 4.9931, 1.3646)  -0.054
C (0.2512, 5.4917, 2.3839)  -0.326
C (0.1852, 4.8643, 3.5795)  -0.026
C (0.6553, 3.5710, 3.6748)  0.032
C (1.2212, 2.9403, 2.5064)  -0.238
O (1.7791, 1.6282, 2.5155)  -0.031
O (-0.3533, 6.7540, 2.4188)  0.030
H (1.9770, 3.3834, 0.4926)  0.089
H (1.1729, 5.5976, 0.4984)  0.125
H (-0.1213, 5.3508, 4.4936)  0.130
H (0.6442, 3.1827, 4.6825)  0.121
H (2.0530, 1.2629, 1.6710)  -0.075
H (-0.4223, 7.2296, 3.2499)  0.102
C (-0.7305, 2.8760, -0.7263)  -0.073
C (-1.8790, 1.9814, -1.0785)  -0.282
N (-2.7480, 1.3153, -1.3841)  0.134
H (-0.8245, 2.8637, 0.3596)  0.076
H (-0.8944, 3.8145, -1.2559)  0.092
H (0.1737, 2.3292, -0.9936)  0.004

Output
Strongest force on any atom: 7.3 eV Å⁻¹
Orbital gap: 3.1 eV
Electronic energy: -119043.8480 eV
LUMO level: -7.2 eV
Charge: +1

# 2
Density functional theory data (ωB97M-V/def2-TZVPD) for a structure of composition C16H26BBrClFN4O11S in a non-equilibrium geometry.

Last column: Löwdin charge in e.
Positions of all 62 atoms, in Å:
C (0.5474, -3.5251, -2.4301)  -0.087
C (0.3540, -2.7393, -1.0877)  -0.203
C (1.5567, -1.8262, -0.7527)  -0.162
C (1.3344, -0.2795, -0.8361)  -0.226
C (2.8256, 0.2598, -0.7613)  -0.542
O (3.1452, 1.3205, -1.1179)  0.154
N (3.9033, -0.6520, -0.3322)  0.149
C (5.0214, 0.0728, 0.0902)  -0.614
O (6.0032, 0.0855, -0.5052)  0.214
F (4.9410, 0.7418, 1.2166)  0.125
C (0.8769, 0.1529, -2.2427)  -0.661
Cl (2.2214, -0.4925, -3.4063)  0.802
O (-0.2859, -0.5017, -2.7282)  -0.133
N (-0.4393, -0.2433, -4.1248)  0.003
O (-1.1374, -1.0427, -4.5859)  0.121
O (0.8719, 1.4764, -2.6755)  -0.281
S (0.1528, 2.6854, -1.8067)  0.986
O (0.8457, 3.8652, -2.1623)  -0.308
O (0.5861, 2.3901, -0.2615)  -0.286
C (-0.3209, 1.4858, 0.4443)  -0.331
C (-1.8095, 1.5609, 0.0244)  -0.087
C (-2.4360, 0.6465, -1.0560)  -0.365
O (-2.5279, 1.2221, -2.3527)  -0.062
C (-3.9416, 0.3930, -0.6529)  -0.208
N (-4.4376, -0.7972, -1.3763)  0.010
B (-0.3431, 2.2327, 1.8994)  -0.733
O (-1.0472, 1.6966, 2.9738)  0.132
O (0.2078, 3.4740, 2.0632)  0.030
C (0.9708, 3.6754, 3.2480)  -0.079
C (0.4670, 0.1212, 0.4923)  -0.316
Br (1.9600, 0.7804, 1.7771)  1.184
N (-0.0553, -0.9838, 1.2489)  -0.102
C (-1.4683, -1.3355, 1.2206)  -0.032
C (0.5054, -1.4562, 2.4852)  -0.586
C (-0.0816, -1.0586, 3.8657)  0.002
O (1.3178, -2.2824, 2.5469)  0.139
H (1.4423, -3.2212, -2.9738)  0.046
H (0.5130, -4.6049, -2.2818)  0.068
H (-0.2958, -3.2985, -3.0925)  0.058
H (0.3173, -3.5136, -0.3176)  0.111
H (-0.6062, -2.2403, -1.1824)  0.069
H (2.3549, -2.1526, -1.4166)  0.077
H (1.9541, -2.0496, 0.2367)  0.102
H (4.1954, -1.1625, -1.1604)  0.139
H (-2.0711, 2.5970, -0.2332)  0.139
H (-2.4077, 1.3960, 0.9244)  0.100
H (-2.0238, -0.3538, -1.1580)  0.101
H (-2.7174, 2.1634, -2.2619)  0.092
H (-4.5284, 1.2697, -0.9353)  0.118
H (-4.0352, 0.1485, 0.4089)  0.105
H (-4.0775, -1.5987, -0.8653)  0.056
H (-4.0014, -0.8615, -2.2931)  0.066
H (-1.7135, 2.3187, 3.2924)  0.133
H (0.9796, 2.8412, 3.9517)  0.083
H (2.0125, 3.8332, 2.9386)  0.097
H (0.6745, 4.6084, 3.7326)  0.096
H (-1.6151, -2.1455, 1.9416)  0.114
H (-2.1215, -0.5356, 1.5969)  0.087
H (-1.8621, -1.7238, 0.2817)  0.073
H (-1.1120, -0.7132, 3.7557)  0.064
H (0.5074, -0.2165, 4.2288)  0.070
H (-0.0468, -1.9072, 4.5402)  0.088

Output
Strongest force on any atom: 4.4 eV Å⁻¹
Orbital gap: 9.0 eV
Electronic energy: -142285.6583 eV
LUMO level: -0.6 eV
Charge: 0

# 3
Density functional theory data (ωB97M-V/def2-TZVPD) for the molecule C6H11NO in a non-equilibrium geometry.

Last column: Löwdin charge in e.
Positions of all 19 atoms, in Å:
C (0.9841, 0.4344, 2.8019)  -0.001
C (0.5499, -0.5506, 2.0462)  -0.176
C (-0.6266, -0.3879, 1.0925)  -0.146
C (-0.1923, 0.1887, -0.2811)  -0.326
C (-1.2058, 1.2414, -0.7268)  -0.217
O (-1.5745, 2.1753, -0.0665)  0.061
N (-0.0329, -0.8687, -1.2627)  -0.101
C (0.6133, -0.5033, -2.5074)  -0.130
H (0.4986, 1.4061, 2.8152)  0.069
H (1.8385, 0.3179, 3.4533)  0.051
H (0.9830, -1.5409, 1.9927)  0.098
H (-1.3548, 0.2932, 1.5260)  0.106
H (-1.0698, -1.3674, 0.9428)  0.106
H (0.7823, 0.6600, -0.1447)  0.147
H (-1.6753, 1.0439, -1.7092)  0.124
H (-0.8896, -1.3874, -1.3980)  0.109
H (-0.0864, -0.2125, -3.3083)  0.074
H (1.2340, 0.3787, -2.3727)  0.080
H (1.2243, -1.3211, -2.8931)  0.073

Output
Strongest force on any atom: 1.4 eV Å⁻¹
Orbital gap: 9.7 eV
ΔE to the lowest compared entry with this formula, charge and spin: 199.4 kJ/mol
Electronic energy: -9936.3877 eV
LUMO level: 0.9 eV
Charge: 0
SMILES: C=CC[C@H](C=O)NC

# 4
Density functional theory data (ωB97M-V/def2-TZVPD) for a cluster of 2 separate species, C3H7IO2 in total in a non-equilibrium geometry.

Last column: Löwdin spin population.
Positions of all 13 atoms, in Å:
C (0.3982, 0.7281, 1.3003)  0.065
C (0.7482, 0.1386, -1.2249)  0.088
C (-0.0648, 0.7129, -0.1847)  0.633
O (-1.0807, -2.1144, -0.0656)  0.242
O (-1.6048, -0.8079, -0.1141)  0.803
I (-1.5076, 2.0457, -0.8109)  0.076
H (0.2354, -0.3617, 1.7919)  0.031
H (1.4642, 0.8741, 1.2204)  0.017
H (-0.2483, 1.3989, 1.9418)  0.000
H (1.2771, 0.8692, -1.7210)  0.025
H (0.3465, -0.4419, -2.0981)  0.019
H (1.3927, -0.5723, -0.8225)  0.001
H (-1.3561, -2.4695, 0.7875)  0.001

Output
Strongest force on any atom: 4.7 eV Å⁻¹
Orbital gap (spin up / spin down): 7.2 / 7.3 eV
ΔE to the lowest compared entry with this formula, charge and spin: 248.0 kJ/mol
Electronic energy: -15412.8341 eV
Multiplicity: 3
LUMO level (spin up / spin down): 0.5 / -1.9 eV
Charge: 0

# 5
Density functional theory data (ωB97M-V/def2-TZVPD) for a structure of composition C16H10BCl2F4FeNO6 in a non-equilibrium geometry.

Last column: Löwdin spin population.
Positions of all 41 atoms, in Å:
Fe (-0.2826, 0.4631, -0.2978)  3.801
O (4.0321, 1.6646, 0.0142)  0.198
C (2.8871, 1.4541, -0.2369)  0.155
O (2.1658, 0.7418, -0.9051)  0.159
C (1.7693, 2.6166, 0.6391)  0.174
O (2.1598, 3.7427, 0.5647)  0.190
O (0.8325, 1.9615, 1.0637)  0.161
F (-2.5040, 0.2582, -0.0873)  0.024
B (-3.9759, 0.1446, 0.0226)  0.002
F (-4.4990, 1.1458, -0.7578)  0.001
F (-4.2905, 0.3222, 1.3374)  0.001
F (-4.3373, -1.0836, -0.4433)  0.001
Cl (2.4343, 1.8950, -4.6755)  0.001
C (1.4705, 3.0270, -3.7884)  0.001
C (1.7448, 4.3773, -3.9068)  0.000
C (0.9962, 5.2903, -3.1862)  0.001
C (0.0271, 4.8427, -2.3068)  0.001
C (-0.2423, 3.4894, -2.1892)  0.002
Cl (-1.3747, 2.9333, -1.0047)  0.014
C (0.4490, 2.5373, -2.9587)  0.001
N (0.2266, 1.1660, -2.8270)  0.018
C (-0.9946, 0.4866, -3.0844)  0.005
C (-2.1358, 1.1939, -3.4658)  0.001
C (-3.3402, 0.5445, -3.6514)  0.002
C (-3.4204, -0.8316, -3.5171)  0.003
C (-2.2763, -1.5441, -3.2307)  0.001
C (-1.0494, -0.9216, -3.0015)  0.005
C (0.1097, -1.7986, -2.6630)  0.002
C (-0.0791, -2.4372, -1.2145)  0.007
O (-0.2397, -3.6354, -1.1420)  0.010
O (0.0030, -1.5833, -0.2945)  0.059
H (2.5430, 4.7067, -4.5530)  0.000
H (1.1947, 6.3439, -3.2968)  0.000
H (-0.5073, 5.5321, -1.6788)  0.000
H (1.0424, 0.6178, -3.0917)  0.001
H (-2.0771, 2.2648, -3.6031)  0.000
H (-4.2154, 1.1243, -3.8912)  0.000
H (-4.3668, -1.3373, -3.6227)  0.000
H (-2.3174, -2.6184, -3.1542)  0.000
H (1.0702, -1.2859, -2.6196)  0.001
H (0.1618, -2.6408, -3.3509)  0.000

Output
Strongest force on any atom: 3.1 eV Å⁻¹
Orbital gap (spin up / spin down): 8.3 / 6.7 eV
Electronic energy: -101517.9752 eV
Multiplicity: 6
LUMO level (spin up / spin down): 2.3 / 0.7 eV
Charge: -1

# 6
Density functional theory data (ωB97M-V/def2-TZVPD) for the molecule C3H10O5SSi in a non-equilibrium geometry.

Last column: Löwdin spin population.
Positions of all 20 atoms, in Å:
C (3.2477, 0.0143, -0.6709)  0.027
C (2.4456, 0.0102, 0.6082)  0.029
C (0.9623, -0.3421, 0.4966)  0.174
O (0.4746, 2.2966, 0.0100)  0.491
O (-1.4275, 0.4971, -0.3233)  0.398
O (-2.6039, -1.6857, 0.4911)  0.021
O (-3.9339, -0.4140, -1.4074)  0.007
O (-3.8368, 0.8143, 0.8906)  0.015
Si (-3.0604, -0.1694, -0.0948)  0.044
S (0.3110, 1.0024, -0.6170)  0.754
H (3.2639, -0.9387, -1.0501)  0.001
H (2.9285, 0.6672, -1.3559)  0.014
H (4.2509, 0.4674, -0.4832)  0.002
H (2.5720, 0.9707, 1.0964)  0.002
H (2.8401, -0.7425, 1.3059)  0.009
H (0.9413, -1.1784, -0.1755)  0.001
H (0.7039, -0.5659, 1.5280)  0.012
H (-2.4580, -1.5973, 1.4333)  0.001
H (-3.3042, -0.6676, -2.1396)  0.000
H (-4.3171, 1.5611, 0.4575)  0.001

Output
Strongest force on any atom: 4.6 eV Å⁻¹
Orbital gap (spin up / spin down): 6.2 / 7.2 eV
Electronic energy: -32222.6654 eV
Multiplicity: 3
LUMO level (spin up / spin down): 0.4 / -2.9 eV
Charge: 0

# 7
Density functional theory data (ωB97M-V/def2-TZVPD) for the molecule C5H8N2 in a non-equilibrium geometry.

Last column: Löwdin charge in e.
Positions of all 15 atoms, in Å:
C (-1.7435, 0.1816, -1.3940)  -0.039
N (-0.7294, 0.1129, -0.3714)  -0.193
C (-0.9339, 0.1521, 0.9557)  -0.103
C (0.2345, -0.0801, 1.6743)  -0.027
C (1.2135, -0.1581, 0.6721)  -0.390
N (2.5419, 0.0633, 0.4925)  0.076
C (0.6046, -0.1931, -0.6068)  -0.131
H (-2.6649, 0.5674, -0.9528)  0.086
H (-1.4398, 0.8478, -2.2097)  0.090
H (-1.9430, -0.8118, -1.8122)  0.089
H (-1.9042, 0.4143, 1.3432)  0.116
H (0.3374, -0.0144, 2.7505)  0.092
H (3.2370, -0.1727, 1.2056)  0.102
H (2.3941, 0.1850, -0.5580)  0.109
H (0.7955, -1.0942, -1.1891)  0.123

Output
Strongest force on any atom: 3.1 eV Å⁻¹
Orbital gap: 8.2 eV
ΔE to the lowest compared entry with this formula, charge and spin: 247.9 kJ/mol
Electronic energy: -8292.4270 eV
LUMO level: 1.1 eV
Charge: 0
SMILES: Cn1ccc(N)c1

# 8
Density functional theory data (ωB97M-V/def2-TZVPD) for a structure of composition C23H18Cl4GeKN4O3 in a non-equilibrium geometry.

Last column: Löwdin spin population.
Positions of all 54 atoms, in Å:
K (-0.6502, 0.4659, 0.0053)  0.011
Cl (-4.1217, 7.3056, -0.4371)  0.000
C (-3.5748, 5.7025, -0.0352)  -0.001
C (-4.4871, 4.7360, 0.3573)  0.002
C (-4.0518, 3.4692, 0.6833)  0.024
C (-2.6959, 3.1053, 0.6212)  0.016
O (-2.2882, 1.8784, 0.9337)  0.214
C (-1.7719, 4.1083, 0.2382)  0.005
C (-0.3069, 3.9915, 0.1942)  0.000
N (0.3985, 2.9520, 0.4053)  0.001
C (1.8011, 3.1200, 0.4410)  0.000
C (2.3948, 4.1482, 1.1228)  0.000
C (3.8027, 4.2723, 1.1809)  0.000
C (4.6008, 3.3519, 0.5761)  0.000
C (4.0223, 2.2544, -0.1122)  0.000
C (4.8099, 1.2576, -0.7338)  0.000
C (4.2016, 0.2168, -1.3658)  0.000
C (2.7890, 0.1798, -1.3835)  0.000
N (2.0240, 1.0841, -0.8353)  0.000
C (2.6223, 2.1250, -0.1855)  0.000
C (-2.2375, 5.3899, -0.0838)  0.001
H (-5.5384, 4.9834, 0.4175)  0.000
H (-4.7818, 2.7396, 1.0078)  0.020
H (0.1933, 4.9384, -0.0401)  0.000
H (1.7724, 4.8575, 1.6524)  0.000
H (4.2351, 5.1029, 1.7226)  0.000
H (5.6793, 3.4367, 0.6217)  0.000
H (5.8900, 1.3344, -0.6949)  0.000
H (4.7672, -0.5678, -1.8474)  0.000
H (2.2880, -0.6458, -1.8795)  0.000
H (-1.5222, 6.1517, -0.3659)  0.000
Cl (-3.2088, -0.4661, -0.9330)  0.068
Ge (-3.6185, 0.3357, 1.1218)  0.313
Cl (-5.5711, -0.6413, 1.5605)  0.251
Cl (-2.1929, -0.9185, 2.2621)  0.071
O (-2.9035, -7.3977, -1.7221)  0.000
C (-1.4994, -7.5152, -1.6715)  0.000
N (-0.8853, -6.5369, -0.8074)  0.000
C (-0.3969, -5.3653, -1.3045)  0.000
O (-0.4007, -5.0899, -2.4903)  0.000
C (0.1325, -4.3947, -0.2914)  0.000
C (0.6996, -4.7679, 0.9171)  0.000
C (1.1649, -3.7796, 1.7692)  0.000
C (1.0310, -2.4579, 1.3793)  0.001
N (0.4905, -2.0831, 0.2198)  0.001
C (0.0629, -3.0388, -0.5952)  0.001
H (-3.1192, -6.6092, -2.2303)  0.000
H (-1.0484, -7.3973, -2.6563)  0.000
H (-1.2954, -8.5130, -1.2858)  0.000
H (-1.1102, -6.5773, 0.1723)  0.000
H (0.8003, -5.8113, 1.1882)  0.000
H (1.6191, -4.0210, 2.7193)  0.000
H (1.3670, -1.6616, 2.0336)  0.000
H (-0.3817, -2.7377, -1.5369)  0.000

Output
Strongest force on any atom: 1.7 eV Å⁻¹
Orbital gap (spin up / spin down): 6.7 / 7.5 eV
ΔE to the lowest compared entry with this formula, charge and spin: 45.6 kJ/mol
Electronic energy: -159181.9073 eV
Multiplicity: 2
LUMO level (spin up / spin down): -0.4 / -0.7 eV
Charge: 0